{"formula": "C13H28N4OP2SYb", "method": "ωB97M-V with the def2-TZVPD basis set", "symbols": ["Yb", "P", "P", "N", "N", "H", "H", "H", "C", "H", "C", "H", "H", "C", "C", "H", "C", "H", "H", "H", "H", "H", "O", "C", "C", "C", "H", "H", "H", "H", "H", "H", "H", "C", "H", "S", "C", "N", "C", "C", "C", "N", "H", "H", "H", "H", "H", "H", "H", "H"], "xyz": [[0.220, 0.064, -0.104], [0.184, 2.937, 0.013], [1.893, -2.329, 0.624], [-1.581, 0.828, -1.267], [-0.891, -1.838, -0.739], [-3.407, -0.002, -1.980], [-2.994, -2.174, -0.661], [-3.200, 0.036, -0.204], [-2.654, -0.121, -1.166], [-2.312, -1.895, -2.296], [-2.243, -1.599, -1.232], [-2.988, 2.379, -0.825], [-1.099, -3.897, -1.078], [-2.127, 2.166, -1.503], [-0.455, -3.080, -0.692], [-1.590, 4.216, -1.014], [-1.079, 3.293, -1.314], [-0.557, 3.494, -2.262], [2.924, -2.405, -0.370], [2.451, -3.315, 1.485], [1.312, 3.308, -0.786], [0.090, 4.207, 0.625], [2.150, 0.191, -1.372], [2.014, 0.154, -2.627], [2.102, 1.397, -3.446], [1.717, -1.117, -3.347], [-2.531, 2.248, -2.513], [1.676, 2.252, -2.909], [3.155, 1.618, -3.670], [1.568, 1.258, -4.390], [1.177, -1.838, -2.722], [1.091, -0.883, -4.214], [2.647, -1.584, -3.717], [0.809, -3.473, -0.211], [1.067, -4.523, -0.359], [-1.250, -0.422, 2.203], [-0.245, -0.115, 3.550], [0.130, 1.144, 3.877], [0.789, 1.475, 5.141], [1.726, 0.352, 5.538], [1.009, -0.981, 5.533], [0.187, -1.123, 4.333], [-0.384, 1.869, 3.383], [0.037, 1.639, 5.924], [1.333, 2.410, 4.989], [2.129, 0.546, 6.533], [2.568, 0.316, 4.842], [0.368, -1.073, 6.418], [1.720, -1.812, 5.549], [-0.215, -2.027, 4.104]], "forces_ev_per_a": [[-1.1, 0.9, 0.1], [0.2, 1.1, -1.2], [1.0, -0.5, -0.3], [1.8, -0.2, 0.9], [0.2, -0.4, 0.1], [0.3, 0.1, 0.5], [0.4, -0.1, -0.2], [0.0, 0.0, -0.5], [-1.1, -0.3, 0.2], [0.2, -0.2, 0.4], [-0.5, 0.4, -0.6], [0.4, -0.3, -0.2], [0.2, 0.6, 0.2], [0.2, 0.2, 0.6], [-0.1, -0.9, -0.3], [0.1, -0.2, -0.2], [-0.5, -0.4, -0.3], [-0.1, -0.1, 0.4], [-0.1, 0.1, 0.5], [0.0, 0.5, 0.1], [-0.1, -0.2, 0.5], [0.2, -0.4, 0.5], [-1.0, -0.1, -1.1], [0.1, 0.3, 0.7], [-0.1, 0.1, 0.0], [-0.3, -0.2, -0.1], [-0.1, 0.0, -0.1], [0.2, -0.2, 0.0], [-0.1, 0.0, 0.1], [0.2, 0.1, 0.1], [0.3, 0.1, 0.0], [0.2, -0.2, 0.1], [-0.2, 0.2, 0.1], [-1.3, -0.2, -0.6], [0.0, 0.3, 0.2], [0.0, 0.0, -0.7], [1.2, 0.3, 1.6], [-0.7, -0.7, -0.6], [-0.1, 0.2, 0.2], [0.3, 0.0, -0.2], [-0.2, -0.2, 0.5], [-0.7, 0.5, -1.1], [0.3, -0.2, 0.2], [0.1, 0.0, -0.2], [0.0, -0.1, 0.1], [0.0, 0.0, -0.1], [0.0, 0.0, 0.0], [0.1, 0.0, -0.2], [-0.1, 0.1, 0.0], [0.2, 0.2, 0.1]], "nbo_charge": [1.643, 0.228, 0.277, -0.848, -0.513, 0.207, 0.241, 0.183, -0.233, 0.233, -0.268, 0.189, 0.222, -0.226, 0.041, 0.260, -0.662, 0.240, 0.052, 0.076, 0.030, 0.079, -0.685, 0.710, -0.737, -0.743, 0.206, 0.252, 0.294, 0.256, 0.239, 0.265, 0.295, -0.380, 0.252, -0.266, 0.362, -0.572, -0.226, -0.428, -0.224, -0.559, 0.427, 0.217, 0.234, 0.259, 0.216, 0.222, 0.231, 0.430], "de_lowest_kj_mol": 0.0, "e_homo_ev": [-13.502, -13.327], "lumo_energy_ha": [-0.2204, -0.2971], "charge": 2, "spin_multiplicity": 3, "orbital_gap_ev": [7.50, 5.24], "energy_ev": -82871.71605, "s2": 2.0333}